# 1
89
Properties=species:S:1:pos:R:3:forces:R:3 method="wB97M-V/def2-TZVPD" spin_multiplicity=1 total_energy_ha=-2179.783176 charge=+1 gap_ev=7.2888
Ba 0.03544 -1.31431 -0.96715 -0.7031 0.1311 0.4261
C 1.93924 0.40188 1.79520 0.0764 -0.0448 -0.0372
C 2.69073 1.38120 0.90469 0.0264 0.1545 0.0797
C 4.04203 1.74776 1.51317 0.0069 -0.0006 -0.0463
C 1.87244 2.63793 0.66553 0.0134 0.1334 0.0846
C 2.52508 3.62951 -0.30036 0.0506 -0.0654 -0.0306
O 1.40129 4.19591 -1.00962 -0.0616 0.0363 -0.0112
C 0.38226 3.33909 -0.79778 0.1059 -0.0539 0.0392
N 0.55853 2.39768 0.04104 0.1131 -0.0137 -0.0958
C -0.87953 3.62942 -1.48926 0.0025 0.0332 -0.0031
C -0.94304 4.72998 -2.33802 0.0257 -0.0239 -0.0087
C -2.14030 5.09454 -2.93038 0.0056 0.0121 -0.0065
C -3.28565 4.36672 -2.65815 0.0189 -0.0068 0.0075
C -3.22701 3.26494 -1.81554 0.0498 -0.0097 0.0241
C -2.02913 2.86774 -1.22462 -0.0909 0.0055 0.0381
P -1.94849 1.35370 -0.18915 -0.1322 -0.2352 -0.0536
C -1.91838 1.91999 1.53841 -0.0155 0.0345 -0.0059
C -2.13085 3.24426 1.90427 0.0022 -0.0118 -0.0194
C -2.07872 3.61586 3.24012 0.0008 0.0141 0.0051
C -1.82412 2.66725 4.21999 -0.0056 -0.0013 0.0146
C -1.62306 1.34103 3.86322 0.0043 -0.0073 0.0177
C -1.66618 0.97323 2.52765 0.0020 -0.0009 -0.0210
C -3.64882 0.67852 -0.34185 -0.0055 0.0748 -0.0277
C -3.99035 0.07362 -1.55553 0.0182 0.0112 0.0559
C -5.20703 -0.56667 -1.71622 -0.0482 -0.0058 -0.0221
C -6.10152 -0.62951 -0.65344 0.0142 -0.0021 -0.0055
C -5.77536 -0.03249 0.55396 0.0051 -0.0048 0.0058
C -4.55895 0.62363 0.70889 -0.0391 0.0084 -0.0028
H 2.50546 -0.52343 1.92014 -0.0213 0.0326 -0.0005
H 0.95471 0.17124 1.37706 -0.1097 0.0000 0.0187
H 1.75219 0.83609 2.78073 0.0065 -0.0222 0.0014
H 2.86295 0.93088 -0.07305 0.0053 -0.0753 -0.0690
H 3.90750 2.27065 2.46342 0.0079 -0.0052 0.0249
H 4.61436 2.39653 0.84675 0.0134 -0.0168 0.0265
H 4.64509 0.85696 1.69109 -0.0227 0.0131 0.0034
H 1.67989 3.11922 1.63549 -0.0165 -0.0328 -0.0100
H 3.16125 3.11492 -1.02783 -0.0056 0.0426 0.0038
H 3.07285 4.44128 0.16834 0.0015 -0.0059 0.0080
H -0.04520 5.30199 -2.52134 0.0160 0.0062 0.0073
H -2.17652 5.95109 -3.58933 -0.0106 0.0058 -0.0035
H -4.23302 4.65428 -3.09437 -0.0018 -0.0006 -0.0038
H -4.13519 2.71837 -1.61216 -0.0395 -0.0325 0.0056
H -2.33118 3.98984 1.14449 -0.0021 0.0105 0.0028
H -2.24035 4.64949 3.51618 -0.0011 0.0049 0.0013
H -1.78491 2.95961 5.26073 0.0001 0.0023 0.0054
H -1.42891 0.59704 4.62469 -0.0007 -0.0063 0.0059
H -1.51106 -0.06748 2.25449 0.0091 0.0049 0.0040
H -3.30182 0.12856 -2.39511 0.0127 -0.0011 -0.0157
H -5.46193 -1.01315 -2.66891 -0.0082 -0.0114 -0.0034
H -7.05060 -1.13473 -0.77116 -0.0097 -0.0034 -0.0079
H -6.47163 -0.06934 1.38137 -0.0091 0.0011 0.0058
H -4.32050 1.09020 1.65572 -0.0149 0.0033 0.0009
C -2.53469 -3.37473 -1.50957 0.0092 0.0770 0.0091
N -1.93568 -3.28560 -0.17754 -0.1027 -0.2378 0.1270
C -2.93374 -2.79033 0.77658 -0.0355 0.0481 -0.0896
C -1.45048 -4.59955 0.27682 0.0209 0.1648 0.0532
C -0.19273 -5.06056 -0.43298 -0.0541 0.0316 -0.1012
N 0.87632 -4.06057 -0.42451 0.0467 0.0745 -0.0534
C 2.01426 -4.57614 -1.19889 -0.0635 0.0245 0.0506
C 1.31544 -3.74221 0.93662 -0.0422 -0.0022 -0.0759
H -3.39096 -4.06018 -1.53333 -0.0067 -0.0265 0.0035
H -1.80351 -3.73132 -2.23833 0.0151 -0.0027 -0.0244
H -2.90472 -2.38973 -1.81873 0.0606 -0.1127 0.0461
H -3.78803 -3.47448 0.86095 -0.0019 -0.0048 0.0020
H -3.31087 -1.81811 0.45661 0.0021 -0.0078 0.0060
H -2.47993 -2.68809 1.76248 0.0042 0.0157 0.0210
H -2.23480 -5.36026 0.15894 0.0302 -0.0187 0.0183
H -1.24885 -4.51465 1.34664 -0.0554 -0.0336 -0.0210
H -0.40381 -5.30066 -1.47717 -0.0203 -0.0221 0.0010
H 0.14520 -5.99587 0.03847 -0.0056 0.0134 0.0044
H 2.38369 -5.51878 -0.77367 0.0246 0.0145 -0.0263
H 2.81386 -3.84136 -1.19820 0.0561 0.0078 -0.0089
H 1.70412 -4.75502 -2.22809 0.0089 -0.0174 -0.0040
H 1.56369 -4.64565 1.50805 0.0477 0.0141 0.0268
H 0.53120 -3.21156 1.48796 -0.0167 -0.0159 0.0036
H 2.19463 -3.09937 0.87699 0.0002 -0.0349 0.0475
O 3.60277 -0.28008 -2.50702 -0.0618 0.0486 -0.0700
B 2.59985 -0.91622 -1.75406 0.9151 0.0710 -0.3068
O 3.26089 -1.44425 -0.57391 -0.2163 -0.1844 -0.2065
C 4.59162 -1.12978 -0.67772 0.1743 0.1071 0.0271
C 5.62266 -1.42413 0.18816 -0.0489 0.0113 0.0043
C 6.88618 -0.95112 -0.15801 0.0251 0.0047 -0.0003
C 7.08744 -0.21981 -1.32416 0.0165 -0.0042 0.0060
C 6.03848 0.06363 -2.19548 -0.0532 -0.0079 -0.0190
C 4.79246 -0.41098 -1.84473 0.0754 -0.0724 0.1376
H 5.45697 -1.99126 1.09488 -0.0027 -0.0076 0.0043
H 7.72628 -1.15736 0.49107 0.0045 -0.0017 0.0053
H 8.08197 0.13116 -1.56310 0.0094 0.0050 -0.0033
H 6.18892 0.62252 -3.10859 0.0014 0.0067 -0.0074

***

# 2
128
Properties=species:S:1:pos:R:3:forces:R:3 method="wB97M-V/def2-TZVPD" spin_multiplicity=1 total_energy_ha=-5996.907287 charge=0 gap_ev=7.9515
Rb -0.25440 1.52685 -0.17895 -0.2995 -0.5283 0.8207
F -0.23389 -4.77550 1.22294 0.0002 0.0033 0.0062
Ge -0.21585 -3.03057 0.90601 -0.0673 0.4303 -0.0149
C -2.10511 -2.79353 0.47281 -0.0613 -0.4337 -0.2422
C -2.62781 -3.91835 -0.17568 -0.0933 -0.0020 0.0080
C -3.96447 -3.99435 -0.53351 0.1469 -0.1028 0.1113
C -4.81073 -2.94393 -0.23387 -0.0543 0.0871 0.1238
C -4.31314 -1.82983 0.41931 -0.1721 -0.0235 -0.0579
C -2.97015 -1.74149 0.77437 0.0057 0.1987 0.1226
P -2.35130 -0.28142 1.68545 0.0995 -0.0274 0.1460
C -2.68965 -0.74388 3.42395 -0.0798 0.0292 -0.0746
C -2.24534 0.11801 4.42465 0.0507 0.0462 -0.0203
C -2.46309 -0.17164 5.76006 -0.0191 -0.0413 0.0431
C -3.12793 -1.33616 6.11757 0.0116 0.0089 -0.0038
C -3.57799 -2.19821 5.13055 0.0193 -0.0086 0.0433
C -3.36229 -1.90321 3.79291 -0.0371 -0.0814 -0.0678
C -3.65844 0.95730 1.34053 -0.0390 -0.0582 -0.0138
C -3.74622 1.47256 0.04433 0.0649 -0.1097 -0.0064
C -4.68478 2.43697 -0.27452 0.0294 0.0481 0.0935
C -5.54340 2.91964 0.70502 -0.0175 0.0080 -0.0301
C -5.46150 2.41916 1.99299 0.0140 -0.0150 0.0266
C -4.52960 1.43921 2.30918 0.0248 0.0129 0.0233
C 1.14163 -3.00523 -0.49205 0.2388 -0.2986 0.1895
C 2.19881 -3.85542 -0.15881 0.0961 -0.0345 -0.0634
C 3.25424 -4.07701 -1.03239 -0.0815 0.0141 0.1122
C 3.24772 -3.46240 -2.26947 0.0698 0.0298 -0.0723
C 2.20460 -2.61796 -2.61446 0.0684 0.0350 -0.0907
C 1.15606 -2.37004 -1.73506 -0.2381 0.0731 -0.1856
P -0.20099 -1.20555 -2.14388 0.0205 -0.1930 0.0917
C -1.50359 -2.31635 -2.77754 -0.0140 0.0382 0.0373
C -1.26871 -3.60560 -3.24251 0.0664 -0.0321 -0.0230
C -2.30712 -4.36279 -3.76201 -0.0296 -0.0022 -0.0039
C -3.58855 -3.83515 -3.82565 0.0135 0.0138 -0.0430
C -3.83179 -2.55271 -3.35554 -0.0068 0.0167 -0.1147
C -2.79646 -1.80021 -2.82746 0.0449 0.0135 -0.0706
C 0.39162 -0.44833 -3.69921 -0.0912 0.0028 -0.0126
C 1.33510 0.57353 -3.60481 -0.0220 -0.0342 0.0021
C 1.76212 1.25339 -4.73117 0.0115 -0.0126 -0.0518
C 1.24344 0.92432 -5.97710 0.0368 0.0325 -0.0216
C 0.30272 -0.08601 -6.08236 -0.0155 0.0000 -0.0361
C -0.12346 -0.76773 -4.94982 0.0096 -0.0361 -0.0221
C 0.36291 -2.40141 2.65407 -0.1264 -0.3011 0.2539
C -0.10041 -3.20769 3.69603 -0.0217 0.0346 0.0717
C 0.21949 -2.93362 5.01734 -0.0834 -0.0583 -0.0855
C 1.03550 -1.85815 5.31287 0.0578 0.0881 -0.0195
C 1.51508 -1.05928 4.28724 0.0244 0.0193 0.1290
C 1.17797 -1.31215 2.96158 0.1886 0.1388 -0.0465
P 1.74516 -0.22817 1.60387 -0.0207 -0.0545 -0.0163
C 3.42843 -0.81230 1.23665 0.0415 -0.0490 0.0736
C 3.88960 -0.60767 -0.05872 0.0338 -0.0117 -0.0281
C 5.16547 -1.00757 -0.42575 -0.0092 -0.0359 0.0209
C 5.98315 -1.63822 0.49824 0.0136 -0.0054 0.0003
C 5.52457 -1.86337 1.78960 0.0364 0.0075 -0.0318
C 4.25685 -1.44676 2.15838 -0.0821 -0.0205 0.0989
C 2.03569 1.34883 2.50064 0.1468 -0.2306 -0.0549
C 3.26475 1.99977 2.51669 0.0094 -0.0056 -0.0100
C 3.40933 3.19980 3.20021 -0.0251 -0.0052 -0.0017
C 2.33382 3.75432 3.87876 0.0154 -0.0018 0.0056
C 1.10107 3.11803 3.85495 0.0231 0.0408 -0.0219
C 0.95548 1.93166 3.15802 -0.0705 -0.0635 -0.0020
H -1.97809 -4.75031 -0.40628 0.0454 -0.0708 -0.0092
H -4.33600 -4.86946 -1.04730 -0.0061 -0.0493 -0.0171
H -5.85718 -2.98808 -0.50288 -0.0594 0.0026 -0.0159
H -4.98204 -1.01417 0.65970 -0.0137 0.0053 0.0109
H -1.74728 1.04172 4.16059 0.0369 0.0355 -0.0422
H -2.11259 0.51265 6.51978 0.0168 0.0337 0.0540
H -3.29638 -1.56752 7.16001 -0.0083 -0.0117 0.0549
H -4.10158 -3.10534 5.39792 -0.0304 -0.0539 0.0268
H -3.72505 -2.58559 3.03494 0.0098 -0.0093 -0.0204
H -3.09084 1.12567 -0.74608 0.0329 -0.0875 0.0108
H -4.72919 2.81685 -1.28464 -0.0247 0.0423 -0.0831
H -6.27104 3.68049 0.46117 -0.0468 0.0500 -0.0027
H -6.12420 2.78691 2.76345 -0.0554 0.0328 0.0323
H -4.48430 1.05448 3.31953 -0.0108 0.0124 0.0001
H 2.19936 -4.36501 0.79637 -0.0090 -0.0154 0.0580
H 4.06770 -4.72738 -0.74445 0.0460 -0.0395 0.0255
H 4.05428 -3.63198 -2.97114 0.0184 -0.0120 -0.0124
H 2.20805 -2.14663 -3.58839 -0.0011 0.0332 -0.0137
H -0.26931 -4.02088 -3.20321 0.0312 -0.0031 0.0128
H -2.11232 -5.36431 -4.12037 -0.0032 -0.0498 -0.0226
H -4.39700 -4.42543 -4.23427 -0.0480 -0.0318 -0.0227
H -4.83141 -2.14023 -3.39132 -0.0322 0.0004 0.0033
H -2.98703 -0.80238 -2.45280 -0.0014 0.0839 0.0222
H 1.72974 0.84724 -2.63514 0.0139 0.0401 0.0816
H 2.47413 2.05995 -4.63569 0.0572 0.0644 -0.0050
H 1.56717 1.46170 -6.85835 0.0081 0.0204 -0.0154
H -0.11134 -0.34748 -7.04744 0.0054 0.0042 -0.0286
H -0.86245 -1.55083 -5.05069 -0.0238 -0.0067 0.0027
H -0.72402 -4.06225 3.47241 -0.0427 -0.0539 -0.0072
H -0.17083 -3.55769 5.80833 -0.0329 -0.0495 0.0452
H 1.29866 -1.63468 6.33722 0.0183 0.0128 0.0638
H 2.15224 -0.21699 4.52487 -0.0086 0.0315 0.0043
H 3.24167 -0.13269 -0.78327 -0.0599 0.0434 -0.0433
H 5.50933 -0.84063 -1.43705 0.0385 0.0042 -0.0655
H 6.97481 -1.96147 0.21384 0.0544 -0.0180 -0.0207
H 6.15794 -2.36057 2.51071 0.0396 -0.0309 0.0380
H 3.90561 -1.62643 3.16803 0.0009 0.0031 -0.0250
H 4.11223 1.56892 1.99972 0.0202 -0.0110 -0.0145
H 4.36851 3.69812 3.20480 0.0554 0.0381 0.0113
H 2.45211 4.68831 4.40851 0.0034 0.0604 0.0317
H 0.24638 3.55926 4.34839 -0.0357 0.0204 0.0357
H -0.01245 1.44789 3.11601 -0.0358 -0.0260 0.0015
C 4.24210 2.58877 -1.80144 0.0420 0.0585 0.1021
C 2.79003 2.95140 -1.56174 -0.2395 0.1977 -0.1859
O 2.19913 2.37852 -0.64950 0.4596 -0.0145 0.0128
C 2.14038 3.92483 -2.45101 0.3315 -0.0958 -0.0332
C 2.92112 4.55280 -3.44001 -0.0361 0.1272 -0.0574
C 2.38598 5.41812 -4.36238 0.0862 -0.1157 0.0973
C 1.01183 5.67830 -4.30835 -0.1197 0.1404 -0.1251
C 0.21611 5.09801 -3.35835 0.0332 -0.0497 -0.0777
C 0.73851 4.19899 -2.39282 0.0109 -0.0512 0.1250
O -0.04865 3.66967 -1.51792 -0.0039 0.4871 -0.3083
H 4.54201 1.86354 -1.04914 0.0116 0.0251 -0.0091
H 4.88295 3.46671 -1.73193 0.0385 0.0398 0.0416
H 4.38680 2.16659 -2.79594 -0.0352 -0.0565 -0.0589
H 3.98126 4.34938 -3.47833 0.0596 0.0000 -0.0243
H 3.01031 5.88906 -5.10647 0.0361 0.0251 -0.0439
H 0.56794 6.35798 -5.02730 0.0101 0.0030 0.0029
H -0.84346 5.30971 -3.30676 -0.0456 0.0081 0.0015
O -1.54782 3.32187 1.68242 0.0300 -0.0339 0.1438
H -2.09223 3.79104 1.04172 -0.0964 0.0409 0.0377
H -0.68787 3.78768 1.66204 0.0112 0.1170 -0.0253
O 0.88438 4.47967 0.99592 -0.1150 0.0645 -0.0737
H 1.70820 4.01202 1.17236 0.0283 -0.0494 0.0313
H 0.65369 4.23704 0.07402 0.0301 0.0570 -0.0676
O -1.62954 1.67970 -2.53351 -0.0446 0.3280 -0.1244
H -1.73098 1.85551 -3.47417 -0.0032 -0.0980 -0.0256
H -1.07251 2.43291 -2.21248 -0.2987 0.2474 -0.4898